Density functional theory data (ωB97M-V with the def2-TZVPD basis set) for C34H42BF8HfN4O2 as an isolated structure.

Results
- E_LUMO: -2.72 eV
- Total charge: +1
- Maximum force: 0.51 eV/A
- Energy relative to the best compared isomer or geometry (same formula, charge and spin): 5.16 kcal per mole
- E: -69715.1029 eV
- HOMO: -0.391 Ha

Each line ends with the Mulliken charge.
CARTESIAN COORDINATES (ANGSTROEM)
Hf -0.71 1.22 0.24  0.155
F 3.36 2.52 -2.27  -0.296
F -4.92 2.40 -4.84  -0.294
F -2.46 0.04 -0.68  0.795
F 5.81 0.58 1.25  -0.314
F -3.14 3.77 -3.51  -0.332
F 3.61 0.23 2.67  -0.347
F -4.31 -1.36 -2.09  -0.260
F 1.07 2.13 -0.84  -0.484
O 1.07 -1.51 -0.25  -0.155
O -0.05 -1.21 -2.20  -0.256
N -0.63 3.74 1.10  1.848
N -1.84 2.48 -1.08  0.033
N 1.00 1.06 1.51  1.525
N -1.54 -0.02 2.08  0.292
C -3.14 0.63 -1.74  -0.099
C 0.99 5.71 1.57  -1.704
C 2.08 -3.70 -0.81  -0.655
C 0.63 -2.41 -2.25  1.154
C 3.68 -6.00 -0.27  -2.033
C -1.40 -1.53 1.90  -0.765
C 2.99 -5.95 -1.63  1.907
C 0.73 4.33 0.97  -0.570
C 2.31 1.76 -0.32  0.249
C -2.76 1.95 -1.97  0.293
C -0.58 0.32 3.18  -1.266
C 3.45 1.96 -1.06  -0.058
C -1.70 4.94 3.13  -1.674
C -1.09 3.69 2.51  -0.487
C 1.31 -2.59 -1.06  -0.041
C -3.41 2.52 -3.08  0.284
C 2.07 -7.17 -1.75  -1.579
C 4.07 -6.01 -2.72  -1.604
C -1.56 3.91 -1.16  -1.251
C -4.69 0.49 -3.52  -0.767
C 0.87 0.29 2.74  -1.186
C -4.34 1.80 -3.81  0.189
C 3.50 0.80 1.46  0.283
C -4.05 -0.10 -2.45  -0.519
C -1.61 4.45 0.25  -0.798
C 0.70 -3.34 -3.26  -2.356
C -2.32 -2.24 0.93  -1.201
C 4.65 0.98 0.71  0.227
C 4.66 1.56 -0.54  -0.661
C 2.16 -4.67 -1.81  0.580
C -2.91 0.29 2.63  -0.749
C 2.25 1.19 0.95  -0.229
C -3.96 0.78 1.64  -1.098
C 1.47 -4.47 -3.01  -0.497
B 0.22 -0.65 -0.96  0.798
H -2.60 5.26 2.60  0.271
H -4.28 0.01 0.94  0.151
H -2.20 -3.31 1.10  0.527
H 4.74 -5.15 -2.65  0.379
H 1.42 3.61 1.43  0.077
H 1.29 -7.15 -0.99  0.372
H 2.96 -6.00 0.55  0.374
H 0.25 6.45 1.26  0.304
H -1.45 5.53 0.28  0.343
H 4.66 -6.92 -2.61  0.448
H 0.17 -3.21 -4.20  0.507
H -3.37 -2.01 1.10  0.331
H 5.58 1.69 -1.09  0.557
H 4.26 -6.92 -0.20  0.423
H -1.86 2.91 2.56  -0.009
H 1.59 -7.22 -2.73  0.321
H 1.22 -0.74 2.60  0.477
H -0.81 1.33 3.53  0.413
H -3.63 1.65 1.08  0.010
H -3.27 -0.60 3.15  0.482
H -2.08 -2.05 -0.11  0.097
H -0.75 -0.36 4.02  0.533
H -2.27 4.45 -1.78  0.959
H -0.57 4.08 -1.60  -0.045
H 3.63 -6.02 -3.72  0.328
H -1.99 4.71 4.15  0.515
H -0.23 3.36 3.10  0.443
H -2.61 4.25 0.64  0.576
H -0.37 -1.72 1.63  0.301
H -1.01 5.78 3.16  0.305
H 2.60 -3.81 0.13  0.650
H -1.56 -1.94 2.90  0.588
H 1.47 0.71 3.56  0.666
H 1.02 5.68 2.66  0.355
H 1.96 6.05 1.22  0.480
H 0.96 4.36 -0.09  0.323
H -4.84 1.08 2.21  0.624
H 1.54 -5.22 -3.79  0.433
H -2.78 1.06 3.39  0.710
H 2.65 -8.09 -1.62  0.445
H -5.42 -0.04 -4.11  0.549
H 4.37 -5.17 -0.14  0.383

Density functional theory data (ωB97M-V with the def2-TZVPD basis set) for C3H6N2O2 in the gas phase.

Results
- E_LUMO: 0.75 eV
- Maximum force: 0.48 eV/A
- Energy relative to the best compared isomer or geometry (same formula, charge and spin): 38.79 kcal per mole
- E: -10283.1152 eV
- SMILES: [H]/N=C(/NC=O)OC
- HOMO: -0.372 Ha

Each line ends with the Mulliken charge.
CARTESIAN COORDINATES (ANGSTROEM)
O -0.56 2.70 1.27  -0.552
O -0.36 -0.85 -0.50  -0.407
N 0.77 -1.69 1.36  -0.708
N 0.22 0.55 1.25  -0.142
C 0.25 -0.74 0.72  0.687
C -0.66 1.55 0.90  0.006
C 0.12 -0.01 -1.56  -0.744
H 0.77 -2.53 0.79  0.289
H 0.48 0.95 -1.19  0.422
H -0.74 0.15 -2.22  0.225
H -1.46 1.19 0.23  0.400
H 0.88 0.75 1.99  0.237
H 0.93 -0.51 -2.10  0.287